Version A
The following is a quantum chemistry calculation of 2 unconnected molecules or ions with the total composition C3H3IO2, from the OMol25 dataset.

Positions of all 9 atoms, in Å:
C (-0.764, -2.267, -0.446)
C (-0.316, -1.165, -0.161)
C (0.252, 0.074, 0.213)
O (0.241, 2.354, -0.301)
O (-0.345, 1.064, -0.500)
I (2.453, 0.009, 0.002)
H (-1.337, -2.849, -1.083)
H (-0.006, 0.141, 1.654)
H (-0.177, 2.639, 0.622)

Calculated values
E_HOMO   -0.353 Eh
Kohn-Sham gap   9.3 eV

These are the natural (NBO) partial charges, in e, on atoms 1 to 2: C -0.157; C -0.095

=====

Version B
The following is a quantum chemistry calculation of a single C3H3IO2 molecule, from the OMol25 dataset.

Positions of all 9 atoms, in Å:
C (1.565, -0.348, -1.796)
C (0.582, -0.150, -1.106)
C (-0.584, 0.032, -0.136)
I (-0.569, -1.882, 1.122)
O (-0.230, 1.060, 0.753)
O (-1.121, 1.128, 1.803)
H (2.486, -0.477, -2.418)
H (-1.585, 0.049, -0.701)
H (-0.543, 0.586, 2.480)

Calculated values
E_HOMO   -0.352 Eh
SMILES   C#C[C@@H](I)OO
Kohn-Sham gap   9.2 eV

These are the natural (NBO) partial charges, in e, on atoms 1 to 2: C -0.189; C -0.080

=====

Version C
The following is a quantum chemistry calculation of 2 unconnected molecules or ions with the total composition C3H3IO2, from the OMol25 dataset.

Positions of all 9 atoms, in Å:
O (-0.121, 2.143, 1.025)
C (-0.618, 1.161, 0.605)
C (-0.932, -0.016, 0.181)
C (-0.915, -1.195, -0.678)
O (-2.110, -0.744, 0.006)
H (-0.743, -1.097, -1.789)
H (-0.502, -2.229, -0.252)
I (2.860, 2.745, 2.495)
H (2.024, 3.388, 1.339)

Calculated values
E_HOMO   -0.326 Eh
SMILES   O=C=C1CO1.I
Kohn-Sham gap   8.7 eV

These are the natural (NBO) partial charges, in e, on atoms 1 to 2: O -0.452; C 0.628

=====

Last place for stability: version A

=====

Version A
The following is a quantum chemistry calculation of a single C2H2Cl2O2 molecule, from the OMol25 dataset.

Positions of all 8 atoms, in Å:
O (2.016, 1.184, 0.003)
C (2.223, 0.038, -0.037)
Cl (3.809, -0.675, 0.016)
O (1.323, -0.929, -0.052)
C (-0.042, -0.500, 0.117)
Cl (-0.923, -1.992, 0.001)
H (-0.355, 0.074, 0.973)
H (-0.143, 0.327, -0.745)

Calculated values
E_HOMO   -0.416 Eh
SMILES   O=C(Cl)OCCl
Kohn-Sham gap   12.0 eV

These are the natural (NBO) partial charges, in e, on atoms 1 to 2: O -0.544; C 0.747

=====

Version B
The following is a quantum chemistry calculation of 3 unconnected molecules or ions with the total composition C2H2Cl2O2, from the OMol25 dataset.

Positions of all 8 atoms, in Å:
C (-1.738, 0.808, 0.513)
C (0.951, -0.975, -0.134)
O (-1.876, 1.927, 0.703)
O (-1.622, -0.332, 0.375)
Cl (1.051, 1.577, -1.225)
Cl (2.024, -1.931, 0.510)
H (0.638, -0.930, -1.157)
H (0.572, -0.144, 0.416)

Calculated values
E_HOMO (spin up / spin down)   -0.356 / -0.343 Eh
Kohn-Sham gap (spin up / spin down)   7.4 / 6.6 eV

These are the natural (NBO) partial charges, in e, on atoms 1 to 2: C 1.037; C -0.169

=====

Version C
The following is a quantum chemistry calculation of 2 unconnected molecules or ions with the total composition C2H2Cl2O2, from the OMol25 dataset.

Positions of all 8 atoms, in Å:
C (-2.075, 0.124, 0.022)
C (0.906, -0.311, 0.172)
O (-2.724, 0.088, 1.014)
O (1.225, 0.000, -1.106)
Cl (1.679, -1.664, 0.876)
Cl (1.085, 1.185, 1.272)
H (-2.190, 0.681, -0.883)
H (2.094, -0.103, -1.369)

Calculated values
E_HOMO (spin up / spin down)   -0.306 / -0.334 Eh
Kohn-Sham gap (spin up / spin down)   7.5 / 9.3 eV

These are the natural (NBO) partial charges, in e, on atoms 1 to 2: C 0.370; C 0.230

=====

Last place for stability: version C